# 1
Here is a single C5H8FNO molecule in a non-equilibrium geometry from the Open Molecules 2025 dataset. Energies are from ωB97M-V/def2-TZVPD.

Its HOMO energy is -8.99 eV. The orbital gap is 0.364 Eh.

The geometry in XYZ format:
```
16
C5H8FNO, DFT ωB97M-V/def2-TZVPD
H -2.317 -1.690 0.450
H 3.153 1.874 -0.921
C 2.379 1.327 -0.404
H -3.331 -0.189 -0.972
H 1.739 1.851 0.341
H -2.115 0.865 -0.910
O 1.241 -0.795 -0.177
H -1.128 -1.307 -0.802
C -0.732 -0.426 1.039
H 2.748 -0.493 -1.469
C -1.695 -0.901 0.000
H 1.201 0.045 1.772
C 0.584 -0.336 0.943
N -2.604 0.179 -0.376
F -1.308 -0.057 2.203
C 2.184 0.053 -0.716
```

Here are the Mulliken charges for atoms 1 to 2, given in e: number 1, H, carries 0.318; number 2, H, carries 0.262

=====

# 2
Here is 2 unconnected molecules or ions with the total composition C2H5NP2 in a non-equilibrium geometry from the Open Molecules 2025 dataset. Energies are from ωB97M-V/def2-TZVPD.

Its HOMO energy (alpha / beta) is -7.19 / -7.23 eV. The orbital gap (alpha / beta) is 0.254 / 0.253 Eh.

The geometry in XYZ format:
```
10
C2H5NP2, DFT ωB97M-V/def2-TZVPD
H -3.439 1.545 0.152
P 3.226 0.441 0.596
H -3.963 -0.008 0.628
H 3.919 -0.705 -1.222
H -3.211 0.307 -0.980
H 4.857 -1.255 0.029
C -3.166 0.587 0.076
P -0.362 -0.327 0.588
N 3.968 -0.742 -0.275
C -1.829 0.157 0.407
```

Here are the Mulliken charges for atoms 1 to 2, given in e: number 1, H, carries 0.325; number 2, P, carries -0.118

=====

# 3
Here is 4 unconnected molecules or ions with the total composition C4H14N2O5 in a non-equilibrium geometry from the Open Molecules 2025 dataset. Energies are from ωB97M-V/def2-TZVPD.

Its HOMO energy is -9.62 eV. The orbital gap is 0.365 Eh.

The geometry in XYZ format:
```
25
C4H14N2O5, DFT ωB97M-V/def2-TZVPD
H -2.266 -0.066 -2.164
H -0.270 0.534 -0.051
O 2.797 1.035 1.594
O -2.016 0.998 1.801
H 1.959 0.951 2.118
H 0.874 -0.947 -0.584
H 2.497 2.080 0.287
H 0.429 1.264 3.786
H 0.590 -3.728 -1.369
O 2.196 2.647 -0.452
H -3.324 0.631 0.354
H -0.237 -2.115 0.228
C 0.233 -1.817 -0.715
H 2.882 3.322 -0.534
O 0.480 0.745 2.981
N 1.089 -2.870 -1.211
H -1.216 1.726 -0.912
H 3.135 0.158 1.456
C -1.251 0.731 -0.460
H -0.415 0.849 2.568
H 1.510 -2.603 -2.092
C -0.899 -1.450 -1.659
C -2.277 0.786 0.632
O -1.222 -2.162 -2.589
N -1.619 -0.296 -1.430
```

Here are the Mulliken charges for atoms 1 to 2, given in e: number 1, H, carries 0.247; number 2, H, carries -0.274

=====

# 4
Here is a single C26H32N4O3 molecule from the Open Molecules 2025 dataset. Energies are from ωB97M-V/def2-TZVPD.

Its HOMO energy is -8.11 eV. The orbital gap is 0.314 Eh.

The geometry in XYZ format:
```
65
C26H32N4O3, DFT ωB97M-V/def2-TZVPD
H -1.426 -2.287 -0.637
C -3.159 5.929 -1.417
H 1.818 -7.724 -0.382
H 2.412 -5.250 5.060
H 3.772 -8.143 2.521
C 2.113 -1.179 0.501
H -0.990 0.146 -0.263
H 0.259 -2.928 1.835
C 1.774 -4.968 2.307
O 3.349 -6.358 3.580
H 1.948 -1.381 1.558
H -5.684 6.168 -4.311
C -3.664 7.161 -1.796
H 2.537 -3.246 0.007
H -0.548 -0.797 1.161
C 1.794 -6.945 0.362
C 0.952 2.369 0.604
C 2.560 -7.102 1.505
H -0.895 5.008 -2.609
C -3.558 4.773 -2.076
H -0.890 -3.881 0.877
O 3.318 -8.218 1.670
C 1.187 3.120 1.738
C 1.668 2.191 2.668
H -2.445 5.864 -0.609
H 1.971 2.361 3.681
H 1.025 4.169 1.859
H 4.079 -5.803 5.355
H -3.761 2.668 -1.795
C -2.988 3.434 -1.697
N 0.459 2.725 -0.642
H -4.787 3.980 -3.638
H 2.118 -2.236 -1.384
C 1.002 -4.819 1.160
H 0.487 2.013 -1.357
C 1.880 -2.445 -0.335
H 0.205 3.697 -3.073
H -1.525 2.017 -2.402
H 1.761 -4.190 3.054
H 1.393 0.196 -0.981
H 3.142 -0.840 0.385
C 1.019 -5.811 0.193
C -0.292 -0.603 0.118
C -4.974 6.105 -3.499
N 0.515 -2.930 -0.293
C -0.603 3.980 -2.393
C -0.095 3.934 -0.962
H -2.121 3.117 -3.645
C -4.468 4.874 -3.121
H -3.346 8.053 -1.276
C 0.161 -3.587 0.958
C 3.397 -5.400 4.608
C -1.807 3.055 -2.601
H -4.967 8.213 -3.130
C 2.548 -6.100 2.488
H -0.199 -1.672 -1.755
H -2.655 3.455 -0.658
O -0.181 4.854 -0.184
C -4.572 7.252 -2.836
H 0.429 -5.686 -0.701
C -0.408 -1.896 -0.702
H 3.782 -4.442 4.245
C 1.149 -0.082 0.055
N 1.726 0.980 2.154
N 1.300 1.088 0.891
```

Here are the Mulliken charges for atoms 1 to 2, given in e: number 1, H, carries 0.470; number 2, C, carries -0.200

=====

# 5
Here is a single C4H5NO3 molecule in a non-equilibrium geometry from the Open Molecules 2025 dataset. Energies are from ωB97M-V/def2-TZVPD.

Its HOMO energy is -10.10 eV. The orbital gap is 0.329 Eh.

The geometry in XYZ format:
```
13
C4H5NO3, DFT ωB97M-V/def2-TZVPD
H -0.293 2.644 -0.833
O 0.112 0.328 -2.372
C -0.748 0.688 -0.106
C 0.575 -1.769 0.538
H -0.027 -1.053 1.234
H 1.141 -3.570 0.274
O -1.316 -0.023 0.728
H 0.614 2.147 0.602
C -0.367 2.115 0.118
H -1.107 2.601 0.753
O 0.790 -1.205 -0.634
C -0.087 0.037 -1.254
N 0.713 -2.940 0.951
```

Here are the Mulliken charges for atoms 1 to 2, given in e: number 1, H, carries 0.370; number 2, O, carries -0.376

=====

# 6
Here is 2 unconnected molecules or ions with the total composition C6H10N in a non-equilibrium geometry from the Open Molecules 2025 dataset. Energies are from ωB97M-V/def2-TZVPD.

Its HOMO energy is -14.48 eV. The orbital gap is 0.339 Eh. Its charge is +1.

The geometry in XYZ format:
```
17
C6H10N, DFT ωB97M-V/def2-TZVPD
H 1.345 -0.869 1.320
H 1.843 0.491 0.622
C -2.187 -1.810 0.741
H -1.632 1.145 -1.271
H -1.580 2.266 1.031
H 1.462 -2.002 -0.719
N 1.335 -0.330 0.527
H 0.142 2.138 1.007
C -0.699 1.207 -0.789
H 1.249 -0.517 -1.436
C -1.493 -0.826 0.670
C -0.706 0.228 0.309
H 2.807 -0.772 -0.803
C 1.712 -1.018 -0.716
H 0.127 1.466 -1.567
C -0.741 1.712 0.576
H -2.983 -2.508 0.497
```

Here are the Mulliken charges for atoms 1 to 2, given in e: number 1, H, carries 0.264; number 2, H, carries 0.287

=====

# 7
Here is 3 unconnected molecules or ions with the total composition C25H48BrN3O4 in a non-equilibrium geometry from the Open Molecules 2025 dataset. Energies are from ωB97M-V/def2-TZVPD.

As for the expectation value of S²: 2.01. Its HOMO energy (alpha / beta) is -8.07 / -9.12 eV. Its spin multiplicity is 3. The orbital gap (alpha / beta) is 0.317 / 0.355 Eh.

The geometry in XYZ format:
```
81
C25H48BrN3O4, DFT ωB97M-V/def2-TZVPD
H -5.491 -1.204 -4.157
C 1.383 -1.233 2.658
C -3.258 0.392 -5.401
H -6.568 1.191 -4.838
H 2.347 -0.750 2.524
H -2.737 4.156 -3.080
H -1.743 -6.116 1.994
H 1.788 -4.301 -0.790
H 0.154 -6.687 3.025
H -3.205 1.133 -6.205
H 1.364 2.828 3.809
H 1.335 1.474 1.711
C -2.971 1.991 -2.925
H -3.706 3.625 -1.704
H 0.676 -0.679 2.043
C -1.588 -5.074 2.272
H 2.438 -4.898 0.716
H -0.872 1.684 -3.244
H -2.227 -4.464 1.639
H 2.383 4.608 1.554
H -0.483 -4.358 0.017
N 5.122 6.236 2.307
H 3.462 -2.727 3.014
H -3.875 1.128 -1.143
H -3.399 -0.579 -5.880
C 1.759 -2.841 0.792
C -1.936 0.412 -4.634
C 4.658 1.078 2.059
C 0.270 -4.864 0.628
C 5.495 5.048 2.075
C 5.019 3.924 2.941
H -1.671 2.542 -4.548
H -5.905 0.017 -5.982
H -1.109 0.317 -5.340
C -5.689 0.929 -5.427
H 1.670 -5.963 2.553
H 6.135 4.791 1.233
H 4.042 3.234 1.172
H -1.954 3.404 -1.693
C -4.481 0.690 -4.531
H -3.939 -1.113 -3.365
H -0.242 1.963 2.274
H 2.284 -3.327 4.181
C -2.841 3.382 -2.322
H -5.317 -0.214 -2.722
H 0.812 -5.372 3.980
H -2.117 1.215 -1.099
O 3.702 1.838 2.639
H -2.893 -0.036 -2.033
H 5.506 6.864 1.606
C -4.816 -0.527 -3.637
N -4.243 1.909 -3.702
N 0.114 -3.332 2.574
C 1.643 -4.280 0.292
H 5.826 3.233 3.145
H 5.666 1.502 2.062
C 3.841 3.226 2.240
H 1.076 -2.209 0.215
H 2.765 -2.455 0.615
C 2.555 4.040 2.457
C -2.972 1.008 -1.742
H 0.236 -5.921 0.354
O -4.455 2.987 -4.375
H 1.091 -1.115 3.704
H 0.537 4.103 2.982
H -1.906 -4.943 3.307
O 4.461 -0.012 1.550
C 2.556 -3.323 3.125
H 4.695 4.365 3.874
C 1.434 -2.701 2.277
O -0.863 -2.558 2.248
C -0.114 -4.731 2.103
Br 0.218 3.143 0.171
C 0.693 2.325 1.871
H 2.754 4.746 3.251
H 2.818 -4.338 2.837
C 1.277 3.320 2.847
C -1.784 1.711 -3.845
H -5.513 1.723 -6.150
H -1.865 -0.452 -3.967
C 0.686 -5.738 2.961
```

Here are the Mulliken charges for atoms 1 to 2, given in e: number 1, H, carries 0.489; number 2, C, carries -1.869

=====

# 8
Here is a single C3H6O4 molecule in a non-equilibrium geometry from the Open Molecules 2025 dataset. Energies are from ωB97M-V/def2-TZVPD.

Its HOMO energy is -10.02 eV. The orbital gap is 0.392 Eh.

The geometry in XYZ format:
```
13
C3H6O4, DFT ωB97M-V/def2-TZVPD
H 0.370 2.185 -0.751
O 0.615 1.638 -0.009
H -1.743 0.472 1.165
H 0.476 -1.640 0.597
C 1.003 -0.803 0.298
O 0.609 -0.427 -1.053
H -1.273 -1.358 -0.954
O 2.273 -0.723 0.644
O -1.789 -1.076 -0.132
H 2.758 0.133 0.676
C -1.418 0.283 0.144
H -1.993 0.978 -0.585
C 0.112 0.339 -0.040
```

Here are the Mulliken charges for atoms 1 to 2, given in e: number 1, H, carries 0.334; number 2, O, carries -0.559

=====

Energy above the lowest of the compared OMol25 structures with the same formula, charge and spin, respectively: 244.6; 273.3; 67.8; 285.7; 267.5; 398.8; 44.9; 220.9 kJ/mol.